1.
{
  "formula": "C4H8NO",
  "method": "the ωB97M-V functional and the def2-TZVPD basis",
  "homo_energy_ev": [-9.7, -15.9],
  "homo_lumo_gap_ev": [4.13, 9.67],
  "e_above_lowest_kj_mol": 277.80,
  "mol_weight_g_mol": 86.1,
  "charge": 1,
  "total_energy_ha": -286.6755,
  "multiplicity": 3,
  "symbols": ["C", "C", "C", "C", "N", "O", "H", "H", "H", "H", "H", "H", "H", "H"],
  "xyz": [[-2.409091, 1.307786, -1.504754], [-1.398940, 1.624417, -2.486514], [2.115784, -1.305109, 2.310331], [1.097164, -1.339029, 1.218178], [-1.232568, 1.002706, -1.153138], [0.710094, -0.407170, 0.489529], [-3.443373, 1.341118, -1.160285], [-1.179574, 0.919233, -3.263306], [-1.137293, 2.707417, -2.693452], [2.813051, -0.341938, 2.177378], [1.465356, -1.403446, 3.316434], [2.681765, -2.258012, 2.203042], [0.451698, -2.337589, 1.216682], [-0.534073, 0.489616, -0.670124]],
  "forces_ev_per_angstrom": [[0.617, -0.527, 1.031], [0.807, 1.540, -1.137], [0.065, 0.782, 1.618], [-0.120, -4.151, 0.719], [-2.201, 1.449, -1.372], [-1.311, 2.214, -1.655], [0.328, -0.305, 0.066], [-0.334, -0.027, -0.646], [0.007, -1.461, 0.659], [-1.658, -2.297, 0.720], [2.004, 0.728, -1.721], [-0.038, 0.884, 0.302], [0.860, 1.913, -0.177], [0.974, -0.741, 1.594]]
}



2.
{
  "formula": "C4H8NO2",
  "method": "the ωB97M-V functional and the def2-TZVPD basis",
  "homo_energy_ev": -3.6,
  "homo_lumo_gap_ev": 7.50,
  "e_above_lowest_kj_mol": 410.92,
  "mol_weight_g_mol": 102.1,
  "charge": -1,
  "total_energy_ha": -362.3677,
  "symbols": ["O", "C", "O", "C", "C", "C", "N", "H", "H", "H", "H", "H", "H", "H", "H"],
  "xyz": [[0.407843, -0.930844, 2.141522], [0.292629, -1.480317, 1.026439], [-0.446603, -2.419091, 0.689361], [1.184288, -0.943626, -0.122518], [-0.639794, 0.734902, -0.969370], [-1.334401, 1.202956, 0.330258], [2.052559, 0.033881, -0.390026], [1.079956, -1.673082, -0.941712], [-1.289879, 0.161069, -1.631148], [-0.102106, 1.499734, -1.520929], [-2.363663, 0.859703, 0.369556], [-1.257365, 2.291053, 0.389267], [-0.667181, 0.853019, 1.124791], [2.923240, -0.156530, 0.110918], [0.160473, -0.032834, -0.606415]],
  "forces_ev_per_angstrom": [[0.108, 0.199, -0.096], [0.664, 0.063, 1.746], [-0.019, -0.037, -0.501], [2.163, -0.099, -1.639], [-0.164, -1.506, 0.842], [1.287, 0.487, -0.933], [1.063, -2.713, 0.765], [-1.038, 0.344, -0.489], [-0.129, 0.202, -0.081], [0.231, -0.023, 0.075], [0.078, -0.021, 0.436], [-0.496, 0.073, -0.008], [-0.753, -0.190, 0.394], [-0.398, 1.238, 1.059], [-2.598, 1.983, -1.570]]
}



3.
{
  "formula": "C4H8NO2",
  "method": "the ωB97M-V functional and the def2-TZVPD basis",
  "homo_energy_ev": -2.6,
  "homo_lumo_gap_ev": 5.83,
  "e_above_lowest_kj_mol": 509.83,
  "mol_weight_g_mol": 102.1,
  "charge": -1,
  "total_energy_ha": -362.3300,
  "symbols": ["C", "C", "N", "C", "C", "O", "O", "H", "H", "H", "H", "H", "H", "H", "H"],
  "xyz": [[-1.655218, -1.276435, 0.125739], [-1.661389, 0.120045, -0.299195], [-0.417062, 0.582570, -0.905528], [0.895761, 0.127612, -0.556498], [1.773747, 0.645281, 0.606305], [3.060760, 0.733976, 0.323085], [-2.490586, 1.017499, -0.247503], [-0.894506, -1.871051, -0.380603], [-0.583317, -0.640743, 1.317142], [-2.488642, -1.807951, 0.555486], [-0.735178, 1.539460, -1.006407], [1.574462, 0.255231, -1.419103], [0.743299, -0.965419, -0.503499], [1.532065, -0.107609, 1.474295], [1.345802, 1.647535, 0.916286]],
  "forces_ev_per_angstrom": [[3.069, 1.318, 2.976], [2.621, 1.956, -1.664], [-3.243, -0.373, 0.993], [1.019, -1.190, -1.664], [-0.594, 0.392, 1.132], [0.247, -0.442, -0.224], [-1.452, -1.164, 0.515], [-0.457, 0.003, 0.056], [-2.446, -2.000, -2.217], [-0.198, 0.347, 0.087], [1.428, 0.474, -0.175], [-0.306, 0.094, 0.065], [0.633, 0.273, 0.153], [-0.019, 0.681, -0.160], [-0.301, -0.368, 0.126]]
}



4.
{
  "formula": "C4H8NO2",
  "method": "the ωB97M-V functional and the def2-TZVPD basis",
  "homo_energy_ev": -4.0,
  "homo_lumo_gap_ev": 7.17,
  "e_above_lowest_kj_mol": 446.45,
  "mol_weight_g_mol": 102.1,
  "charge": -1,
  "total_energy_ha": -362.3542,
  "symbols": ["C", "C", "C", "N", "C", "O", "O", "H", "H", "H", "H", "H", "H", "H", "H"],
  "xyz": [[-0.793626, -0.958043, -0.066514], [-1.999745, -0.043466, 0.159227], [-2.067057, 1.455346, 0.570794], [-3.212634, -0.619157, 0.025313], [4.610308, -0.381785, -0.420036], [3.383857, -0.804790, -0.285797], [5.067273, 0.804171, -0.535308], [0.045959, -0.743648, 0.536834], [-0.355902, -0.951327, -1.052657], [-1.054719, -2.024976, 0.094404], [-2.865249, -0.072406, -0.887661], [-1.571349, 1.613556, 1.589314], [-1.436666, 2.179824, -0.071015], [-3.108525, 1.696535, 0.492631], [5.358077, -1.149836, -0.149522]],
  "forces_ev_per_angstrom": [[-0.297, -0.446, 0.505], [-1.385, -1.305, 0.431], [3.313, 0.492, -0.285], [1.725, 0.630, -0.249], [-2.114, 1.301, 1.801], [2.516, 1.077, -0.899], [-0.944, -1.956, -0.414], [1.000, 0.514, 0.929], [-0.249, 0.556, -0.633], [-0.321, 0.863, 0.063], [-1.360, 0.084, -0.729], [-1.083, -0.430, -1.086], [-0.878, -1.277, 0.603], [-0.339, 0.311, 0.439], [0.416, -0.415, -0.477]]
}



5.
{
  "formula": "C4H8NO2",
  "method": "the ωB97M-V functional and the def2-TZVPD basis",
  "homo_energy_ev": -3.9,
  "homo_lumo_gap_ev": 8.04,
  "e_above_lowest_kj_mol": 129.58,
  "mol_weight_g_mol": 102.1,
  "charge": -1,
  "total_energy_ha": -362.4749,
  "smiles": "CN[C@H](C)C(=O)[O-]",
  "symbols": ["C", "N", "C", "C", "C", "O", "O", "H", "H", "H", "H", "H", "H", "H", "H"],
  "xyz": [[0.300899, 1.440042, -1.385220], [0.072778, 1.124694, 0.027440], [-0.034397, -0.340014, 0.244445], [-1.435709, -0.729707, 0.682191], [1.208436, -1.054568, 0.943572], [2.391229, -0.644576, 0.704750], [0.943971, -2.066118, 1.628191], [-0.697467, 1.290151, -1.806576], [0.671099, 2.433195, -1.472942], [0.948292, 0.631938, -1.813343], [0.883977, 1.444975, 0.584733], [0.106315, -0.927043, -0.699233], [-2.143434, 0.159430, 0.937075], [-1.342797, -1.499575, 1.536356], [-1.873194, -1.262825, -0.111439]],
  "forces_ev_per_angstrom": [[-0.653, -2.321, 0.811], [1.299, -0.308, 0.819], [0.752, -0.162, -0.694], [-0.436, 0.122, 2.757], [1.246, -0.144, 1.042], [-1.753, 0.568, -0.328], [-0.612, 0.174, -0.223], [0.165, 0.499, -0.686], [0.289, 0.756, -0.466], [0.000, 1.062, -0.116], [-0.440, -0.439, -0.611], [-0.096, 0.980, -0.032], [1.499, -1.460, -0.237], [-0.282, 1.358, -1.005], [-0.976, -0.685, -1.031]]
}



6.
{
  "formula": "C4H8NO2",
  "method": "the ωB97M-V functional and the def2-TZVPD basis",
  "homo_energy_ev": -3.9,
  "homo_lumo_gap_ev": 7.60,
  "e_above_lowest_kj_mol": 15.23,
  "mol_weight_g_mol": 102.1,
  "charge": -1,
  "total_energy_ha": -362.5184,
  "smiles": "CCCNC(=O)[O-]",
  "symbols": ["C", "C", "C", "N", "C", "O", "O", "H", "H", "H", "H", "H", "H", "H", "H"],
  "xyz": [[1.593860, -0.221764, 1.580106], [0.986049, 0.414192, 0.338398], [-0.325739, -0.263262, -0.040820], [-0.772568, 0.064424, -1.381011], [-2.201465, -0.062382, -1.636998], [-2.590622, 0.611355, -2.609652], [-2.771201, -0.949737, -0.978244], [0.879085, -0.277438, 2.408229], [1.905252, -1.229377, 1.333968], [2.461174, 0.342391, 1.936235], [1.740692, 0.381249, -0.452100], [0.829466, 1.507479, 0.449829], [-0.172986, -1.339314, 0.035186], [-1.070067, 0.026116, 0.701325], [-0.490927, 0.996066, -1.684447]],
  "forces_ev_per_angstrom": [[-0.079, 0.506, 0.211], [0.102, 0.742, -0.156], [0.414, 0.246, -0.324], [0.064, 0.764, 0.262], [0.811, -1.054, -1.000], [-0.419, 0.523, 0.112], [-0.430, 0.151, 0.506], [0.004, -0.008, -0.115], [0.128, -0.289, 0.083], [0.016, -0.108, -0.018], [-0.152, -0.374, -0.282], [-0.108, -0.433, 0.301], [-0.184, -0.188, 0.062], [-0.186, -0.163, 0.222], [0.019, -0.314, 0.136]]
}



7.
{
  "formula": "C4H8NO2",
  "method": "the ωB97M-V functional and the def2-TZVPD basis",
  "homo_energy_ev": -2.3,
  "homo_lumo_gap_ev": 6.16,
  "e_above_lowest_kj_mol": 309.61,
  "mol_weight_g_mol": 102.1,
  "charge": -1,
  "total_energy_ha": -362.4063,
  "symbols": ["C", "N", "C", "C", "C", "O", "O", "H", "H", "H", "H", "H", "H", "H", "H"],
  "xyz": [[1.575252, -1.198741, 0.468116], [0.723062, -0.233259, 0.075961], [0.852433, 0.234771, -1.283762], [-0.298368, 0.291225, 0.957157], [-2.104200, 0.453975, 0.227554], [-2.894148, 0.134981, 1.175447], [2.603458, -1.484016, -0.161283], [1.456367, -1.656214, 1.460184], [1.837974, 0.699699, -1.477431], [0.793056, -0.593070, -2.030016], [0.036096, 0.935846, -1.475854], [-0.448972, -0.311174, 1.836322], [-0.145659, 1.378131, 0.989469], [-1.964806, -0.159260, -0.652348], [-2.021545, 1.507106, -0.109517]],
  "forces_ev_per_angstrom": [[1.330, 1.023, -0.394], [0.380, -1.714, 0.583], [0.188, 0.001, -0.643], [-1.952, 1.335, -2.525], [2.494, -0.230, 1.780], [-0.937, 0.042, -0.098], [-0.438, -0.518, -0.270], [-0.685, 0.265, 0.021], [-0.411, 0.015, 0.268], [-0.095, 0.385, 0.654], [0.211, -0.040, 0.016], [0.090, 0.191, 0.324], [0.239, -0.264, 1.077], [-0.220, -0.915, -0.825], [-0.193, 0.426, 0.031]]
}



8.
{
  "formula": "C4H8NO2",
  "method": "the ωB97M-V functional and the def2-TZVPD basis",
  "homo_energy_ev": [-9.7, -10.4],
  "homo_lumo_gap_ev": [10.47, 9.23],
  "e_above_lowest_kj_mol": 213.19,
  "mol_weight_g_mol": 102.1,
  "total_energy_ha": -362.3121,
  "multiplicity": 2,
  "symbols": ["C", "C", "N", "C", "C", "O", "O", "H", "H", "H", "H", "H", "H", "H", "H"],
  "xyz": [[2.192167, -0.568611, 0.805292], [0.851925, 0.147994, 0.612570], [0.140360, -0.387868, -0.484078], [-0.786267, 0.484328, -1.116822], [-2.280922, 0.211387, -0.709550], [-3.022656, -0.066663, -1.598990], [-2.544695, 0.101240, 0.617274], [2.840264, -0.531019, -0.063073], [2.687652, -0.222406, 1.713462], [1.937963, -1.607394, 1.027501], [0.318175, 0.197823, 1.574830], [1.097381, 1.227692, 0.560002], [-1.992242, -0.733630, 0.228017], [-0.595510, 1.555968, -1.009077], [-0.843589, 0.191156, -2.157364]],
  "forces_ev_per_angstrom": [[-0.919, -0.856, 0.879], [1.715, 1.307, 0.585], [-0.507, 0.007, 0.538], [-0.532, 0.143, -0.157], [0.329, 1.854, -2.831], [-1.069, 0.315, 0.047], [1.740, -2.308, -1.553], [0.010, 0.156, -0.040], [0.175, 0.304, -0.238], [0.290, -0.189, -0.273], [-0.496, -0.761, -0.188], [-0.327, 0.015, -0.781], [-0.789, -0.333, 4.205], [0.146, 0.061, 0.103], [0.234, 0.284, -0.295]]
}



9.
{
  "formula": "C4H8NO2",
  "method": "the ωB97M-V functional and the def2-TZVPD basis",
  "homo_energy_ev": -15.0,
  "homo_lumo_gap_ev": 10.61,
  "e_above_lowest_kj_mol": 327.05,
  "mol_weight_g_mol": 102.1,
  "charge": 1,
  "total_energy_ha": -362.0889,
  "smiles": "[NH3+]C1(C=O)COC1",
  "symbols": ["N", "C", "C", "O", "C", "O", "C", "H", "H", "H", "H", "H", "H", "H", "H"],
  "xyz": [[-0.451578, -1.379468, 0.194968], [-0.103175, 0.078881, 0.086684], [-1.063306, 0.810736, 0.954607], [-1.843688, 0.194271, 1.623181], [0.102964, 0.634892, -1.410913], [1.459717, 0.674145, -1.157980], [1.427101, 0.236418, 0.188381], [-0.540173, -1.990138, -0.634321], [-1.346100, -1.171468, 0.859687], [0.323287, -1.740011, 0.770329], [-0.981542, 1.895547, 0.786917], [-0.239278, -0.048794, -2.240195], [-0.220694, 1.766462, -1.460160], [1.646444, 0.842830, 0.980993], [1.830022, -0.804304, 0.457821]],
  "forces_ev_per_angstrom": [[-0.908, 0.808, 1.904], [-0.015, -1.023, -2.641], [0.641, 0.515, -0.817], [-0.501, 0.000, 0.279], [-1.780, 1.481, 1.645], [3.420, -0.224, -0.141], [-2.224, -2.873, -1.069], [-0.345, 0.763, 0.343], [0.969, -1.473, -0.909], [-0.783, -0.539, -0.105], [-0.443, 0.115, 0.799], [0.329, 0.958, 0.707], [-0.169, -2.358, -0.476], [1.501, 2.376, 1.423], [0.307, 1.474, -0.944]]
}



10.
{
  "formula": "C4H8NO2",
  "method": "the ωB97M-V functional and the def2-TZVPD basis",
  "homo_energy_ev": [-13.1, -13.1],
  "homo_lumo_gap_ev": [7.95, 7.95],
  "e_above_lowest_kj_mol": 299.88,
  "mol_weight_g_mol": 102.1,
  "charge": 1,
  "total_energy_ha": -362.0993,
  "symbols": ["C", "C", "C", "C", "N", "O", "O", "H", "H", "H", "H", "H", "H", "H", "H"],
  "xyz": [[0.871550, 1.245827, 0.232435], [-0.247133, 1.831364, -0.164536], [-1.695897, 0.100900, 0.460785], [0.471220, -1.169571, -0.249998], [1.153458, -0.076523, 0.391021], [-1.475420, 1.169281, -0.196075], [-2.676732, -0.693981, 0.076104], [1.654224, 1.910652, 0.105465], [-0.282399, 2.854262, -0.487992], [-1.053309, -0.312933, 1.279603], [-0.127464, -1.917703, 0.287882], [-0.172736, -0.784986, -1.034282], [1.314434, -1.778809, -0.734867], [2.114151, -0.245546, 0.833103], [-3.097966, -0.401500, -0.692545]],
  "forces_ev_per_angstrom": [[-0.899, -1.452, -1.210], [0.112, 0.554, 0.575], [-0.803, -1.057, -0.720], [1.806, -1.373, -1.597], [2.301, 0.126, 2.393], [-1.156, -1.397, 0.224], [2.527, 0.412, 3.258], [1.924, 1.050, 0.481], [-0.430, 0.017, 0.061], [-0.852, 0.885, -0.577], [0.274, 0.482, 0.744], [0.294, -0.039, -0.463], [-1.479, 0.697, 0.346], [-2.204, 0.037, -1.171], [-1.413, 1.058, -2.345]]
}



11.
{
  "formula": "C4H8NO2",
  "method": "the ωB97M-V functional and the def2-TZVPD basis",
  "homo_energy_ev": -14.3,
  "homo_lumo_gap_ev": 10.06,
  "e_above_lowest_kj_mol": 250.77,
  "mol_weight_g_mol": 102.1,
  "charge": 1,
  "total_energy_ha": -362.1180,
  "smiles": "[NH3+][C@H](C=O)CC=O",
  "symbols": ["N", "C", "C", "O", "C", "C", "O", "H", "H", "H", "H", "H", "H", "H", "H"],
  "xyz": [[1.570413, -0.228101, 0.937667], [0.510531, -0.008765, -0.111904], [0.015612, 1.427156, -0.065239], [0.609411, 2.115573, 0.700605], [-0.772939, -0.792694, -0.014198], [-1.738559, -0.324839, -1.204691], [-2.934165, -0.245641, -0.965007], [2.379563, 0.271783, 0.594266], [1.385042, 0.132408, 1.903475], [1.836871, -1.228295, 0.968053], [1.154163, -0.176079, -1.150569], [-1.038939, 1.706026, -0.363806], [-0.634129, -1.882813, -0.126643], [-1.176802, -0.589039, 0.970236], [-1.166072, -0.176679, -2.072246]],
  "forces_ev_per_angstrom": [[-0.197, -0.391, 0.283], [0.951, -0.389, -3.908], [-0.380, -0.232, 1.677], [0.666, 1.701, 0.438], [0.154, -0.852, -0.783], [-2.395, -1.258, 4.563], [2.630, 0.098, -1.493], [0.522, 0.378, 0.201], [-0.227, -0.242, -0.917], [-0.288, 0.476, 0.148], [-1.892, 0.179, 2.408], [1.061, -0.259, -0.599], [-0.034, 0.356, 0.059], [-0.678, -0.050, 0.052], [0.108, 0.484, -2.129]]
}



12.
{
  "formula": "C4H8NO2",
  "method": "the ωB97M-V functional and the def2-TZVPD basis",
  "homo_energy_ev": [-19.0, -19.0],
  "homo_lumo_gap_ev": [7.37, 4.76],
  "e_above_lowest_kj_mol": 0.00,
  "mol_weight_g_mol": 102.1,
  "charge": 2,
  "total_energy_ha": -361.6376,
  "multiplicity": 2,
  "symbols": ["O", "C", "O", "H", "H", "C", "C", "C", "N", "H", "H", "H", "H", "H", "H"],
  "xyz": [[1.153069, -0.546978, -0.124380], [2.043206, -1.043970, 0.540016], [1.892457, -2.221760, 1.095697], [3.048918, -0.611272, 0.607650], [2.497380, -2.307004, 1.850933], [-1.713601, 1.617490, -0.121138], [-0.916685, 2.272100, 0.834507], [-1.824092, -0.198191, -1.629534], [-1.169697, 0.554006, -0.786944], [-2.720801, 1.882781, -0.429821], [0.068641, 1.876245, 1.085569], [-1.251971, 3.122580, 1.421511], [-1.335578, -1.075757, -2.055594], [-2.842675, 0.048227, -1.919590], [-0.179431, 0.270225, -0.568458]],
  "forces_ev_per_angstrom": [[-0.421, 0.489, -0.061], [0.328, -0.642, -0.420], [-0.369, 0.658, 0.458], [-0.142, 0.271, 0.209], [0.296, -0.472, -0.240], [0.029, 0.015, -0.548], [0.113, -0.093, 0.525], [-0.196, 0.024, -0.261], [0.209, -0.307, -0.011], [-0.080, 0.292, 0.364], [-0.041, 0.034, -0.217], [-0.262, 0.073, -0.241], [0.111, 0.131, 0.090], [-0.087, 0.002, 0.088], [0.511, -0.475, 0.267]]
}